No. 1
Entry from the OMol25 dataset: a molecular structure, C39H54N2O2SSeV (ωB97M-V/def2-TZVPD).

Structure (ORCA input):
```
! RIJCOSX wB97M-V def2-TZVPD def2/J DEFGRID3
* xyz 3 1
V -0.089 0.484 -0.361
C 7.228 0.761 1.425
C 6.899 1.187 -0.006
C 7.307 2.658 -0.190
C 7.691 0.301 -0.980
C 5.412 1.047 -0.315
C 4.496 0.565 0.623
C 3.170 0.484 0.266
Se 1.797 0.016 1.492
C 1.439 1.762 2.196
C 2.219 2.279 3.195
C 1.875 3.521 3.757
C 0.685 4.115 3.336
C -0.188 3.594 2.383
C 0.272 2.419 1.743
O -0.384 1.807 0.736
C -1.508 4.329 2.140
C -2.150 4.671 3.498
C -2.534 3.502 1.362
C -1.214 5.633 1.380
C 2.717 4.190 4.829
C 3.164 5.564 4.297
C 3.957 3.368 5.183
C 1.864 4.375 6.096
C 2.734 0.825 -1.015
O 1.366 0.647 -1.186
C 3.604 1.286 -2.004
C 4.931 1.400 -1.572
C 3.271 1.700 -3.438
C 4.361 1.187 -4.394
C 1.943 1.141 -3.948
C 3.222 3.235 -3.487
H 8.296 0.883 1.598
H 6.991 -0.289 1.606
H 6.710 1.377 2.164
H 8.368 2.771 0.034
H 6.749 3.311 0.484
H 7.152 3.004 -1.212
H 8.756 0.384 -0.762
H 7.546 0.602 -2.018
H 7.407 -0.748 -0.882
H 4.817 0.275 1.614
H 3.078 1.733 3.560
H 0.404 5.045 3.807
H -2.297 3.778 4.106
H -3.126 5.121 3.319
H -1.574 5.392 4.074
H -2.710 2.530 1.832
H -2.250 3.348 0.324
H -3.484 4.035 1.358
H -0.539 6.278 1.942
H -2.142 6.181 1.218
H -0.757 5.441 0.407
H 3.777 5.462 3.400
H 3.761 6.067 5.058
H 2.317 6.210 4.066
H 4.614 3.227 4.322
H 3.699 2.394 5.602
H 4.532 3.900 5.940
H 1.010 5.031 5.929
H 2.476 4.831 6.874
H 1.499 3.418 6.472
H 5.648 1.775 -2.288
H 4.478 0.105 -4.320
H 5.329 1.650 -4.213
H 4.083 1.430 -5.420
H 1.951 0.049 -3.918
H 1.810 1.441 -4.987
H 1.091 1.518 -3.379
H 4.170 3.673 -3.176
H 2.441 3.629 -2.831
H 3.018 3.569 -4.505
N -1.339 -0.608 1.050
C -1.670 -1.947 0.610
C -2.202 -2.936 1.388
C -2.497 -4.188 0.809
C -2.254 -4.420 -0.516
C -1.688 -3.410 -1.331
C -1.359 -3.581 -2.691
C -0.762 -2.550 -3.380
C -0.501 -1.350 -2.724
N -0.814 -1.136 -1.445
C -1.397 -2.162 -0.745
H -1.028 -0.607 2.021
H -2.182 -0.023 1.044
H -2.406 -2.770 2.439
H -2.922 -4.965 1.429
H -2.481 -5.383 -0.957
H -1.567 -4.524 -3.180
H -0.483 -2.654 -4.418
H -0.019 -0.535 -3.245
C -0.926 3.468 -1.900
S -1.652 1.821 -1.734
C -1.988 1.403 -3.454
H -1.728 4.172 -2.115
H -0.193 3.463 -2.704
H -0.450 3.729 -0.959
H -1.085 1.432 -4.060
H -2.703 2.144 -3.811
H -2.459 0.423 -3.484
*
```

Computed properties:
- highest occupied orbital energy (spin up / spin down) (eV) = -16.5 / -16.5
- orbital gap (spin up / spin down) (eV) = 5.1 / 5.1
- max |F| (eV/A) = 0.37
- ΔE to the lowest compared entry with this formula, charge and spin (kJ/mol) = 16.8



No. 2
Entry from the OMol25 dataset: a molecular structure, C39H54N6O6S2Zr at a distorted geometry (ωB97M-V/def2-TZVPD).

Structure (ORCA input):
```
! RIJCOSX wB97M-V def2-TZVPD def2/J DEFGRID3
* xyz 4 1
Zr -0.816 1.651 0.678
C 1.101 4.185 0.855
C 1.774 3.202 1.789
O 0.811 2.189 2.209
C 0.205 2.386 3.513
C -0.908 3.421 3.404
O -1.487 3.236 2.084
C -2.773 3.861 1.818
C -2.802 4.132 0.333
O -2.444 2.898 -0.336
C -2.338 3.038 -1.778
C -1.962 1.693 -2.360
O -1.060 1.039 -1.409
C 0.176 0.454 -1.904
C 1.110 2.885 -1.233
O 0.325 3.444 -0.128
H 1.832 4.805 0.334
H 0.396 4.832 1.372
H 2.184 3.699 2.669
H 2.579 2.648 1.303
H 0.971 2.700 4.224
H -0.171 1.407 3.805
H -0.556 4.452 3.472
H -1.673 3.255 4.164
H -2.837 4.801 2.370
H -3.560 3.178 2.140
H -2.078 4.900 0.045
H -3.802 4.435 0.014
H -1.576 3.788 -2.004
H -3.302 3.367 -2.173
H -1.418 1.856 -3.289
H -2.799 1.020 -2.531
H 0.331 0.763 -2.936
H 0.137 -0.626 -1.788
H 0.564 3.067 -2.165
H 2.070 3.400 -1.269
S -0.209 -0.780 1.547
C 1.235 -1.663 1.131
N 1.492 -2.804 1.699
C 2.763 -3.491 1.380
C 3.803 -2.477 0.987
N 3.234 -1.662 -0.108
C 4.110 -1.363 -1.291
C 4.881 -2.562 -1.752
C 4.229 -3.567 -2.464
C 4.927 -4.688 -2.883
C 6.282 -4.804 -2.601
C 6.938 -3.802 -1.903
C 6.239 -2.681 -1.479
C 2.024 -1.227 -0.060
S 1.484 1.120 -0.841
C 0.576 -3.523 2.644
C 0.601 -5.004 2.409
C 0.042 -5.530 1.246
C 0.073 -6.894 1.017
C 0.654 -7.740 1.956
C 1.200 -7.224 3.120
C 1.177 -5.854 3.347
H 2.572 -4.225 0.594
H 3.064 -4.038 2.273
H 4.698 -2.976 0.622
H 4.074 -1.810 1.808
H 4.766 -0.543 -0.990
H 3.419 -1.007 -2.055
H 3.176 -3.469 -2.706
H 4.424 -5.462 -3.446
H 6.830 -5.673 -2.939
H 7.996 -3.888 -1.700
H 6.760 -1.893 -0.948
H -0.416 -3.099 2.488
H 0.913 -3.262 3.649
H -0.428 -4.874 0.520
H -0.364 -7.306 0.118
H 0.669 -8.807 1.781
H 1.639 -7.885 3.854
H 1.596 -5.453 4.262
C -5.276 0.019 3.539
N -3.890 0.081 3.045
C -2.879 0.202 4.082
C -3.581 0.091 1.749
O -2.497 0.723 1.356
N -4.334 -0.502 0.831
C -4.198 -0.152 -0.574
C -5.131 -1.711 1.102
H -5.394 0.811 4.280
H -5.486 -0.938 4.014
H -5.973 0.194 2.726
H -2.921 1.187 4.556
H -1.893 0.003 3.671
H -3.080 -0.543 4.852
H -4.084 0.925 -0.677
H -5.110 -0.450 -1.087
H -3.350 -0.675 -1.026
H -4.893 -2.103 2.085
H -4.856 -2.455 0.355
H -6.197 -1.505 1.026
N -0.553 2.445 -8.547
C -0.484 3.166 -7.658
C -0.407 3.999 -6.494
C -0.407 5.388 -6.560
C -0.330 6.093 -5.369
C -0.262 5.391 -4.177
N -0.268 4.054 -4.098
C -0.331 3.387 -5.247
H -0.464 5.896 -7.514
H -0.317 7.173 -5.364
H -0.192 5.934 -3.241
H -0.307 2.301 -5.211
*
```

Computed properties:
- highest occupied orbital energy (eV) = -16.9
- orbital gap (eV) = 5.9
- max |F| (eV/A) = 1.45
- ΔE to the lowest compared entry with this formula, charge and spin (kJ/mol) = 0.0



No. 3
Entry from the OMol25 dataset: a molecular structure, C39H55BaClF6GeN5O8S2SbSi3 at a distorted geometry (ωB97M-V/def2-TZVPD).

Structure (ORCA input):
```
! RIJCOSX wB97M-V def2-TZVPD def2/J DEFGRID3
* xyz -2 1
Ba -1.236 -0.911 -1.121
C 2.462 2.012 1.488
Sb 1.434 0.471 0.348
C 1.919 -1.036 1.784
C 2.361 -2.301 1.351
C 2.741 -3.327 2.289
C 3.319 -4.488 1.863
C 3.531 -4.711 0.490
C 3.096 -3.711 -0.354
N 2.539 -2.566 0.027
Si 1.205 -0.772 3.459
C 0.102 -2.131 4.142
C 2.562 -0.497 4.757
C 0.123 0.765 3.538
C 2.927 0.508 -1.381
C 2.411 -0.579 -2.289
C 3.012 -0.961 -3.495
C 2.485 -1.994 -4.245
C 1.354 -2.660 -3.794
C 0.794 -2.185 -2.628
N 1.272 -1.172 -1.914
Si 4.733 0.342 -0.812
C 5.117 -0.492 0.811
C 5.786 -0.559 -2.093
C 5.525 2.057 -0.629
Si 2.574 2.094 -2.385
C 0.971 1.890 -3.317
C 3.905 2.399 -3.695
C 2.382 3.669 -1.382
H 1.758 2.726 1.917
H 3.174 2.572 0.883
H 2.995 1.496 2.286
H 2.585 -3.170 3.348
H 3.606 -5.237 2.595
H 3.981 -5.617 0.108
H 3.193 -3.836 -1.435
H 0.478 -3.142 3.990
H -0.883 -2.098 3.672
H -0.020 -1.956 5.216
H 3.189 -1.385 4.881
H 2.126 -0.255 5.732
H 3.217 0.326 4.458
H -0.679 0.735 2.796
H 0.662 1.706 3.413
H -0.364 0.787 4.520
H 3.895 -0.439 -3.830
H 2.966 -2.285 -5.172
H 0.922 -3.508 -4.307
H -0.053 -2.671 -2.172
H 5.259 -1.569 0.692
H 4.341 -0.359 1.566
H 6.049 -0.047 1.178
H 5.422 -1.568 -2.293
H 6.791 -0.644 -1.666
H 5.866 -0.028 -3.045
H 5.505 2.369 0.418
H 5.081 2.862 -1.216
H 6.573 1.977 -0.934
H 1.023 1.094 -4.064
H 0.732 2.823 -3.838
H 0.108 1.678 -2.678
H 3.712 1.785 -4.577
H 4.925 2.202 -3.362
H 3.853 3.446 -4.012
H 1.665 3.550 -0.570
H 1.985 4.425 -2.068
H 3.304 4.052 -0.942
O -5.073 -1.520 4.602
C -4.733 -0.288 4.932
O -4.945 0.182 6.030
C -4.075 0.487 3.851
C -3.766 1.832 3.867
Cl -3.915 2.965 5.140
N -3.210 2.153 2.673
N -3.118 1.052 1.888
C -3.636 0.061 2.580
C -3.677 -1.323 1.987
O -4.475 -2.124 2.539
O -2.924 -1.545 1.020
C -2.715 3.387 2.149
C -3.242 4.608 2.549
C -2.724 5.780 2.016
C -1.703 5.741 1.081
C -1.213 4.512 0.660
C -1.715 3.337 1.187
H -4.746 -1.747 3.663
H -4.061 4.654 3.249
H -3.141 6.729 2.331
H -1.298 6.658 0.671
H -0.440 4.460 -0.095
H -1.355 2.386 0.829
C -5.029 2.580 -0.839
Ge -4.234 1.832 -2.476
C -5.131 0.096 -2.799
C -4.928 3.004 -3.925
C -2.340 1.651 -2.379
H -6.115 2.662 -0.940
H -4.618 3.572 -0.634
H -4.815 1.947 0.025
H -6.102 0.231 -3.284
H -5.294 -0.441 -1.861
H -4.515 -0.543 -3.435
H -6.014 3.134 -3.883
H -4.671 2.584 -4.901
H -4.456 3.987 -3.850
H -1.949 2.636 -2.082
H -1.999 1.450 -3.409
F -4.376 -4.936 -1.500
C -4.172 -3.641 -1.629
F -4.763 -3.251 -2.753
F -4.672 -2.979 -0.627
S -2.315 -3.292 -1.909
O -2.362 -2.048 -2.681
O -1.892 -4.461 -2.635
N -1.437 -3.043 -0.568
S -1.490 -4.356 0.549
O -2.819 -4.861 0.646
O -0.697 -3.979 1.663
C -0.498 -5.726 -0.265
F 0.347 -5.241 -1.162
F -1.294 -6.617 -0.836
F 0.201 -6.343 0.680
*
```

Computed properties:
- highest occupied orbital energy (eV) = -1.7
- orbital gap (eV) = 5.3
- max |F| (eV/A) = 10.42
- ΔE to the lowest compared entry with this formula, charge and spin (kJ/mol) = 454.6



No. 4
Entry from the OMol25 dataset: a molecular structure, C39H55BrLaN12OS2 (ωB97M-V/def2-TZVPD).

Structure (ORCA input):
```
! RIJCOSX wB97M-V def2-TZVPD def2/J DEFGRID3
* xyz 1 1
La -0.758 0.145 0.539
C 0.817 3.017 2.471
N -0.286 3.045 1.494
C 0.073 3.923 0.374
C 0.560 3.136 -0.834
N -0.529 2.318 -1.396
C -0.125 1.701 -2.667
C -1.730 3.104 -1.658
C -1.640 4.282 -2.397
C -2.763 5.013 -2.736
C -4.014 4.547 -2.354
C -4.115 3.394 -1.602
C -2.980 2.662 -1.224
S -3.236 1.249 -0.225
C -1.513 3.404 2.177
C -2.030 4.694 2.148
C -3.201 5.017 2.816
C -3.872 4.044 3.539
C -3.354 2.762 3.597
C -2.172 2.427 2.936
S -1.518 0.807 3.162
H 1.744 2.732 1.969
H 0.592 2.298 3.257
H 0.957 4.003 2.932
H 0.852 4.634 0.670
H -0.800 4.485 0.059
H 1.377 2.465 -0.555
H 0.953 3.851 -1.569
H 0.746 1.063 -2.527
H 0.126 2.460 -3.419
H -0.955 1.101 -3.045
H -0.668 4.648 -2.709
H -2.661 5.935 -3.294
H -4.907 5.084 -2.647
H -5.081 3.029 -1.281
H -1.518 5.478 1.605
H -3.577 6.030 2.778
H -4.780 4.287 4.075
H -3.857 1.987 4.160
C -3.480 -1.917 -1.367
N -2.723 -3.067 -1.785
C -3.480 -4.073 -2.507
C -2.390 -4.927 -3.121
N -1.225 -4.045 -3.110
C -0.002 -4.727 -3.502
C -1.420 -2.998 -2.221
N -0.601 -2.076 -1.818
C 0.750 -2.150 -2.369
C 1.736 -1.203 -1.678
N 2.470 -0.291 -2.531
C 3.024 -0.608 -3.647
N 3.498 0.346 -4.507
C 3.239 1.760 -4.401
C 3.802 -0.209 -5.813
C 3.721 -1.722 -5.581
N 3.235 -1.854 -4.207
C 3.790 -2.955 -3.444
H -4.259 -2.235 -0.672
H -3.958 -1.415 -2.216
H -2.838 -1.207 -0.874
H -4.112 -3.606 -3.272
H -4.123 -4.630 -1.824
H -2.620 -5.229 -4.143
H -2.193 -5.828 -2.528
H -0.283 -5.488 -4.228
H 0.487 -5.232 -2.662
H 0.700 -4.061 -3.993
H 0.722 -1.900 -3.433
H 1.141 -3.159 -2.251
H 2.424 -1.763 -1.034
H 1.157 -0.572 -0.986
H 4.168 2.314 -4.546
H 2.526 2.087 -5.165
H 2.834 1.983 -3.417
H 4.788 0.116 -6.150
H 3.068 0.125 -6.553
H 4.695 -2.203 -5.695
H 3.023 -2.201 -6.270
H 3.459 -3.900 -3.878
H 3.466 -2.907 -2.408
H 4.885 -2.936 -3.464
C -5.473 -1.517 3.729
C -4.233 -2.094 3.114
C -3.737 -3.347 3.453
C -2.562 -3.810 2.880
C -1.931 -2.980 1.978
Br -0.305 -3.498 1.145
N -2.383 -1.792 1.615
C -3.513 -1.358 2.183
H -5.983 -2.242 4.360
H -6.165 -1.171 2.961
H -5.211 -0.651 4.340
H -4.263 -3.964 4.171
H -2.148 -4.777 3.124
H -3.856 -0.375 1.881
C 2.502 -0.437 4.539
N 2.889 0.060 3.220
C 4.041 0.731 3.011
C 4.374 1.205 1.791
C 3.451 0.982 0.726
N 2.277 0.384 0.961
C 1.997 -0.137 2.174
O 0.950 -0.763 2.363
N 3.721 1.405 -0.511
H 3.088 0.067 5.302
H 2.659 -1.513 4.602
H 1.442 -0.239 4.688
H 4.687 0.852 3.870
H 5.298 1.735 1.624
H 4.631 1.798 -0.683
H 3.225 0.975 -1.318
*
```

Computed properties:
- highest occupied orbital energy (eV) = -8.9
- orbital gap (eV) = 7.0
- max |F| (eV/A) = 0.65